Density functional theory data (ωB97M-V/def2-TZVPD) for an isolated molecule of C4H7N3 in a non-equilibrium geometry.

Each line ends with the Mulliken charge.
Positions of all 14 atoms, in Å:
C 1.7979 1.2131 -0.2067  -0.71
N 1.4467 -0.2995 -0.3038  -0.26
C 0.0880 -0.4689 -0.1514  0.34
C -0.8248 -1.5445 0.0986  -0.65
C -1.9951 -0.8947 0.4382  -0.28
N -1.7564 0.4274 0.3799  -0.06
N -0.5335 0.6906 -0.0444  -0.46
H 2.2801 1.3312 0.7619  0.25
H 2.4150 1.4820 -1.0518  0.33
H 1.0014 1.9924 -0.1946  0.27
H 1.9259 -1.0038 -0.8753  0.25
H -0.6918 -2.6202 0.0841  0.33
H -2.9566 -1.2476 0.7651  0.42
H -2.3919 1.1953 0.2983  0.23

Output
SMILES string: CNc1cc[nH]n1
Relative energy (zero: lowest compared OMol25 entry of this formula, charge and spin) (kJ/mol): 157.8
LUMO (eV): 1.167
Spin multiplicity: 1
E_HOMO (eV): -7.721
Electronic energy (a.u.): -320.8232